(1)
DFT (wB97M-V/def2-TZVPD) results for C26H28N13Rb as an isolated structure.

- charge = -2
- LUMO energy (eV) = 4.01
- ΔE to the lowest compared entry with this formula, charge and spin (eV) = 0.0000
- HOMO level (hartree) = -0.058
- electronic energy (Ha) = -1743.4792
- Kohn-Sham gap (eV) = 5.584

Each line ends with the Mulliken charge.
Positions of all 68 atoms, in Å:
Rb 0.350 -0.394 -0.401  0.6342
C 1.342 -5.388 1.285  -0.5480
C 0.036 -5.855 1.387  -0.5300
C -0.972 -4.944 1.651  -0.9055
C -0.681 -3.576 1.792  0.5834
C 0.626 -3.040 1.668  -0.4122
C 1.601 -4.028 1.432  -0.1750
C -1.818 -2.665 2.097  0.2866
C -2.937 -3.139 2.854  -0.8622
C -3.969 -2.309 3.155  -0.9442
C -3.931 -0.962 2.726  1.0776
C -4.950 -0.021 2.989  -0.7267
C -4.829 1.273 2.558  -0.6153
C -3.672 1.683 1.863  -0.5419
C -2.672 0.789 1.600  0.2750
C -2.781 -0.562 2.006  -0.4335
N -1.764 -1.413 1.699  0.2924
H 2.150 -6.084 1.073  0.3178
H -0.193 -6.907 1.251  0.3405
H -1.995 -5.307 1.715  0.3210
H 2.645 -3.719 1.334  0.3120
H -2.937 -4.160 3.207  0.3785
H -4.815 -2.657 3.739  0.3799
H -5.829 -0.342 3.540  0.3450
H -5.619 1.988 2.756  0.3606
H -3.558 2.710 1.536  0.5361
H -1.767 1.114 1.107  -0.0071
N -1.139 2.489 -3.149  -0.1551
C -1.012 2.954 -1.837  0.3201
N -1.587 4.095 -1.463  -0.5822
N -1.238 4.231 -0.173  -0.8242
N -0.498 3.230 0.192  -0.2142
N -0.327 2.384 -0.853  0.2573
C -1.062 1.141 -3.524  0.4295
N -1.936 0.624 -4.382  -0.5818
N -1.521 -0.643 -4.547  -0.5232
N -0.472 -0.866 -3.818  -0.4950
N -0.132 0.266 -3.156  0.1602
H -1.920 2.934 -3.606  0.3189
C 2.721 -0.188 2.786  -0.1198
C 3.193 0.243 4.202  -0.6152
N 2.302 1.271 4.757  -0.2677
C 2.324 2.439 3.867  -0.7347
C 1.924 2.036 2.421  -0.4153
N 1.567 0.617 2.385  0.4359
C 0.478 0.369 3.332  0.5575
C 0.936 0.730 4.771  -0.9166
H 2.407 -1.234 2.748  -0.3667
H 3.508 -0.050 2.043  0.4755
H 4.206 0.658 4.178  0.2599
H 3.201 -0.605 4.892  0.3441
H 3.329 2.870 3.900  0.2871
H 1.635 3.183 4.275  0.3517
H 2.758 2.185 1.729  0.4434
H 1.084 2.618 2.040  0.1239
H 0.204 -0.683 3.235  -0.3195
H -0.377 0.977 3.032  -0.0683
H 0.932 -0.151 5.419  0.3283
H 0.279 1.477 5.224  0.3567
C 3.645 2.645 -2.940  -1.3163
C 2.888 1.329 -2.776  0.6519
C 3.282 0.584 -1.579  0.1426
N 3.416 -0.047 -0.626  -0.4985
H 3.309 3.149 -3.846  0.3746
H 4.721 2.480 -3.015  0.3657
H 3.456 3.303 -2.094  0.2805
H 3.018 0.674 -3.638  0.3255
H 1.810 1.494 -2.677  -0.3157

---

(2)
DFT (wB97M-V/def2-TZVPD) results for C9H18ClIN2OPSYb as an isolated structure at a distorted geometry.

- multiplicity = 2
- charge = +2
- LUMO energy (spin up / spin down) (eV) = -8.22 / -8.55
- ΔE to the lowest compared entry with this formula, charge and spin (eV) = 0.6513
- HOMO level (spin up / spin down) (hartree) = -0.542 / -0.542
- electronic energy (Ha) = -3194.1002
- Kohn-Sham gap (spin up / spin down) (eV) = 6.529 / 6.199

Each line ends with the Mulliken charge.
Positions of all 35 atoms, in Å:
C -0.285 -3.533 -2.155  -1.0421
I 1.565 -2.220 -2.477  0.3277
H -1.235 -3.087 -1.806  0.4184
H 0.015 -4.383 -1.535  0.4495
H -0.455 -3.866 -3.186  0.4185
Yb -0.460 -1.543 -0.455  0.5277
P 0.089 1.074 -1.822  0.7198
C 1.459 1.605 -2.901  -1.1644
C -1.106 0.558 -3.123  -1.2588
H -1.440 2.640 -0.784  0.3296
H -0.853 3.241 -2.381  0.4590
H 0.212 3.322 -0.935  0.4050
C -0.570 2.741 -1.444  -1.3215
H -2.069 0.308 -2.653  0.4252
H -1.226 1.408 -3.809  0.4436
H 1.059 2.235 -3.707  0.4046
H 1.969 0.726 -3.314  0.2905
H -0.733 -0.322 -3.667  0.3892
H 2.169 2.181 -2.294  0.3909
C 1.612 -0.241 0.203  0.3141
O 2.588 0.279 0.537  -0.1760
Cl -2.383 -0.139 0.185  -0.4103
C 0.016 -2.233 5.013  -0.8442
N -0.059 -0.990 4.265  0.0690
C -0.356 0.264 4.773  -0.1583
C -0.385 1.118 3.715  -0.5022
N -0.118 0.372 2.589  0.3766
C 0.080 -0.945 2.908  0.1433
S 0.555 -2.274 1.968  -0.4002
H -0.749 -2.936 4.662  0.3520
H 0.994 -2.710 4.877  0.3358
H -0.147 -2.018 6.069  0.3103
H -0.518 0.417 5.826  0.4467
H -0.535 2.180 3.671  0.4599
H -0.245 0.720 1.644  0.0711

---

(3)
DFT (wB97M-V/def2-TZVPD) results for one molecule with the formula C3H8N2OS at a distorted geometry.

- LUMO energy (eV) = 0.69
- ΔE to the lowest compared entry with this formula, charge and spin (eV) = 1.3388
- HOMO level (hartree) = -0.335
- electronic energy (Ha) = -702.0283
- Kohn-Sham gap (eV) = 9.808
- SMILES string = CN(S)C(=O)CN

Each line ends with the Mulliken charge.
Positions of all 15 atoms, in Å:
C -2.061 0.912 0.286  -0.8223
N -0.807 0.194 -0.008  -0.0451
S -0.885 -1.492 -0.185  -0.2076
C 0.390 0.864 -0.149  0.7720
O 0.510 2.066 -0.038  -0.6088
C 1.598 0.034 -0.567  -0.7314
N 2.110 -0.696 0.620  -0.4990
H -2.903 0.448 -0.252  0.2483
H -1.903 2.019 0.066  0.3096
H -2.216 0.819 1.329  0.3302
H -0.475 -1.920 1.021  0.1444
H 1.306 -0.638 -1.373  0.4290
H 2.296 0.768 -0.971  0.2855
H 2.507 -0.065 1.299  0.2021
H 2.782 -1.429 0.448  0.1932

---

(4)
DFT (wB97M-V/def2-TZVPD) results for a 4-piece molecular cluster, H8O4 overall at a distorted geometry.

- LUMO energy (eV) = 0.52
- ΔE to the lowest compared entry with this formula, charge and spin (eV) = 1.5115
- HOMO level (hartree) = -0.375
- electronic energy (Ha) = -305.7237
- Kohn-Sham gap (eV) = 10.731
- SMILES string = O.O.O.O

Each line ends with the Mulliken charge.
Positions of all 12 atoms, in Å:
O -0.429 1.376 0.091  -0.6473
H -0.735 1.662 0.959  0.3103
H 0.521 1.255 0.206  0.3323
O 0.440 -0.694 0.811  -0.6085
H 0.056 -1.329 1.426  0.2875
H 0.153 -1.003 -0.056  0.3192
O 3.890 -0.271 -0.630  -0.6226
H 4.325 0.257 0.049  0.3142
H 4.425 -0.127 -1.419  0.3146
O -4.600 -0.343 -0.560  -0.6350
H -4.178 -0.379 0.305  0.3136
H -3.867 -0.403 -1.182  0.3218

---

(5)
DFT (wB97M-V/def2-TZVPD) results for a 2-piece molecular cluster, C2H8O2 overall at a distorted geometry.

- LUMO energy (eV) = 0.85
- ΔE to the lowest compared entry with this formula, charge and spin (eV) = 0.0439
- HOMO level (hartree) = -0.387
- electronic energy (Ha) = -231.4607
- Kohn-Sham gap (eV) = 11.372
- SMILES string = CCO.O

Each line ends with the Mulliken charge.
Positions of all 12 atoms, in Å:
C -2.184 -2.723 2.059  -0.8903
C -1.245 -3.894 2.288  -0.2519
O -0.080 -3.834 1.464  -0.5129
H -1.654 -1.772 2.234  0.2262
H -3.042 -2.780 2.749  0.2937
H -2.564 -2.728 1.023  0.3102
H -0.862 -3.886 3.326  0.2672
H -1.778 -4.852 2.134  0.2660
H -0.376 -3.853 0.530  0.2972
O 1.699 -0.138 2.797  -0.6470
H 1.522 -1.019 2.396  0.3216
H 2.676 -0.108 2.908  0.3202

---

(6)
DFT (wB97M-V/def2-TZVPD) results for one molecule with the formula C4H12N2O at a distorted geometry.

- LUMO energy (eV) = 0.99
- ΔE to the lowest compared entry with this formula, charge and spin (eV) = 1.8820
- HOMO level (hartree) = -0.332
- electronic energy (Ha) = -344.3159
- Kohn-Sham gap (eV) = 10.029
- SMILES string = C[C@@H](CN)NCO

Each line ends with the Mulliken charge.
Positions of all 19 atoms, in Å:
C -1.477 0.113 -0.295  -1.1570
C 0.045 0.284 -0.238  0.6635
C 0.491 1.321 0.821  -1.0544
N -0.124 2.592 0.983  -0.4716
N 0.712 -0.960 0.140  -0.4347
C 0.803 -1.989 -0.852  -0.5107
O 0.190 -3.208 -0.501  -0.5097
H -1.954 0.495 0.606  0.2835
H -1.704 -0.924 -0.514  0.3266
H -1.875 0.685 -1.139  0.2641
H 0.395 0.690 -1.202  0.2078
H 1.550 1.507 0.556  0.3275
H 0.564 0.774 1.763  0.4179
H -0.749 2.707 1.762  0.2234
H -0.430 3.255 0.304  0.1636
H 1.601 -0.704 0.547  0.2406
H 0.538 -1.557 -1.836  0.2974
H 1.870 -2.185 -1.035  0.3583
H -0.445 -2.894 0.128  0.3639

---

- ΔE to the lowest compared entry with this formula, charge and spin of number 2 (C9H18ClIN2OPSYb)?
  0.6513 eV

---

Please write out number 6 again, unchanged.
DFT (wB97M-V/def2-TZVPD) results for one molecule with the formula C4H12N2O at a distorted geometry.

- LUMO energy (eV) = 0.99
- ΔE to the lowest compared entry with this formula, charge and spin (eV) = 1.8820
- HOMO level (hartree) = -0.332
- electronic energy (Ha) = -344.3159
- Kohn-Sham gap (eV) = 10.029
- SMILES string = C[C@@H](CN)NCO

Each line ends with the Mulliken charge.
Positions of all 19 atoms, in Å:
C -1.477 0.113 -0.295  -1.1570
C 0.045 0.284 -0.238  0.6635
C 0.491 1.321 0.821  -1.0544
N -0.124 2.592 0.983  -0.4716
N 0.712 -0.960 0.140  -0.4347
C 0.803 -1.989 -0.852  -0.5107
O 0.190 -3.208 -0.501  -0.5097
H -1.954 0.495 0.606  0.2835
H -1.704 -0.924 -0.514  0.3266
H -1.875 0.685 -1.139  0.2641
H 0.395 0.690 -1.202  0.2078
H 1.550 1.507 0.556  0.3275
H 0.564 0.774 1.763  0.4179
H -0.749 2.707 1.762  0.2234
H -0.430 3.255 0.304  0.1636
H 1.601 -0.704 0.547  0.2406
H 0.538 -1.557 -1.836  0.2974
H 1.870 -2.185 -1.035  0.3583
H -0.445 -2.894 0.128  0.3639

---

What did the fifth record say?
DFT (wB97M-V/def2-TZVPD) results for a 2-piece molecular cluster, C2H8O2 overall at a distorted geometry.

- LUMO energy (eV) = 0.85
- ΔE to the lowest compared entry with this formula, charge and spin (eV) = 0.0439
- HOMO level (hartree) = -0.387
- electronic energy (Ha) = -231.4607
- Kohn-Sham gap (eV) = 11.372
- SMILES string = CCO.O

Each line ends with the Mulliken charge.
Positions of all 12 atoms, in Å:
C -2.184 -2.723 2.059  -0.8903
C -1.245 -3.894 2.288  -0.2519
O -0.080 -3.834 1.464  -0.5129
H -1.654 -1.772 2.234  0.2262
H -3.042 -2.780 2.749  0.2937
H -2.564 -2.728 1.023  0.3102
H -0.862 -3.886 3.326  0.2672
H -1.778 -4.852 2.134  0.2660
H -0.376 -3.853 0.530  0.2972
O 1.699 -0.138 2.797  -0.6470
H 1.522 -1.019 2.396  0.3216
H 2.676 -0.108 2.908  0.3202

---

Please write out number 5 again, unchanged.
DFT (wB97M-V/def2-TZVPD) results for a 2-piece molecular cluster, C2H8O2 overall at a distorted geometry.

- LUMO energy (eV) = 0.85
- ΔE to the lowest compared entry with this formula, charge and spin (eV) = 0.0439
- HOMO level (hartree) = -0.387
- electronic energy (Ha) = -231.4607
- Kohn-Sham gap (eV) = 11.372
- SMILES string = CCO.O

Each line ends with the Mulliken charge.
Positions of all 12 atoms, in Å:
C -2.184 -2.723 2.059  -0.8903
C -1.245 -3.894 2.288  -0.2519
O -0.080 -3.834 1.464  -0.5129
H -1.654 -1.772 2.234  0.2262
H -3.042 -2.780 2.749  0.2937
H -2.564 -2.728 1.023  0.3102
H -0.862 -3.886 3.326  0.2672
H -1.778 -4.852 2.134  0.2660
H -0.376 -3.853 0.530  0.2972
O 1.699 -0.138 2.797  -0.6470
H 1.522 -1.019 2.396  0.3216
H 2.676 -0.108 2.908  0.3202